Entry 1:
{
  "formula": "C4H11NO3",
  "method": "ωB97M-V/def2-TZVPD",
  "e_above_lowest_ev": 1.1980,
  "e_homo_ev": -9.906,
  "smiles": "CC(=O)NCCO.O",
  "species": ["C", "C", "O", "N", "C", "C", "O", "H", "H", "H", "H", "H", "H", "H", "H", "H", "O", "H", "H"],
  "positions_angstrom": [[-2.066560, 0.241903, 1.234402], [-1.475637, 0.799301, -0.029400], [-2.162245, 1.123434, -0.983001], [-0.126985, 1.010167, -0.042698], [0.879900, 0.444995, 0.849992], [2.074407, -0.131760, 0.089840], [2.657021, -1.233999, 0.781550], [-1.509202, -0.576350, 1.678552], [-2.162787, 1.053472, 1.950665], [-3.061717, -0.122999, 1.011982], [0.221773, 1.398273, -0.905396], [1.222083, 1.195152, 1.569364], [0.460006, -0.358904, 1.461075], [2.876594, 0.586653, -0.009102], [1.780952, -0.418320, -0.926127], [2.181156, -2.035145, 0.537587], [-0.606950, -1.248315, -3.060320], [-0.295212, -0.330064, -3.057701], [-0.886597, -1.397495, -2.151266]],
  "forces_ev_per_a": [[-0.4, -0.2, 0.0], [0.1, 0.2, -0.2], [0.1, -0.1, 0.1], [0.4, -0.4, 0.1], [-0.1, 0.1, 0.4], [0.1, -0.4, 0.0], [-0.1, 0.1, -0.1], [0.2, 0.1, 0.1], [0.1, 0.0, 0.2], [-0.1, 0.0, -0.1], [-0.1, 0.1, 0.0], [0.0, 0.0, -0.1], [0.0, 0.1, -0.3], [0.1, 0.3, 0.0], [-0.1, -0.1, 0.1], [0.0, 0.1, 0.1], [0.4, 0.3, 0.1], [-0.3, -0.3, -0.1], [-0.1, 0.0, -0.1]]
}

=====

Entry 2:
{
  "formula": "C4H11NO3",
  "method": "ωB97M-V/def2-TZVPD",
  "e_above_lowest_ev": 3.4246,
  "e_homo_ev": -8.760,
  "species": ["C", "C", "N", "O", "O", "H", "H", "H", "H", "H", "C", "C", "O", "H", "H", "H", "H", "H", "H"],
  "positions_angstrom": [[0.072239, 1.832167, -0.547934], [-0.864092, 0.651541, -0.267310], [1.161888, 1.438144, -1.443596], [-0.814000, -0.271247, -1.371989], [-1.898313, 0.755608, 0.351856], [0.022212, -0.050540, -1.845390], [1.976740, 1.138450, -0.922154], [1.441776, 2.194438, -2.052256], [0.390736, 2.246347, 0.416983], [-0.542765, 2.581464, -1.043608], [-0.796642, -1.921669, 1.133342], [0.641769, -0.681504, 1.218215], [-0.821344, -2.485190, -0.068058], [-0.829447, -1.699179, -0.780604], [-0.616604, -2.642839, 1.929680], [-1.595928, -1.195258, 1.314303], [0.653971, 0.176506, 1.890419], [1.237283, -0.615227, 0.310044], [1.180521, -1.452012, 1.778056]],
  "forces_ev_per_a": [[0.6, -0.4, 0.7], [-2.8, 0.9, -2.7], [0.0, 0.1, 0.2], [0.3, 1.0, 1.3], [1.8, -0.5, -0.1], [-0.1, 0.1, 0.2], [0.0, 0.0, 0.0], [0.0, 0.0, 0.0], [0.0, 0.0, -0.2], [-0.1, -0.1, 0.0], [1.4, 3.7, 0.8], [-0.6, -3.4, 1.1], [0.2, 0.6, -2.8], [-0.3, -2.1, 1.8], [0.0, 0.2, -0.1], [-0.2, -0.6, 0.3], [-0.5, 0.2, -0.4], [-0.3, 0.3, -0.2], [0.6, 0.3, 0.1]]
}

=====

Entry 3:
{
  "formula": "C4H11NO4",
  "method": "ωB97M-V/def2-TZVPD",
  "e_above_lowest_ev": 0.0407,
  "e_homo_ev": -9.767,
  "smiles": "N[C@H](CCO)C(=O)O.O",
  "species": ["N", "C", "C", "C", "O", "C", "O", "O", "H", "H", "H", "H", "H", "H", "H", "H", "H", "O", "H", "H"],
  "positions_angstrom": [[0.132044, -0.804423, 1.173477], [0.810774, -0.179197, 0.054941], [0.381442, 1.291116, -0.047932], [0.793863, 2.074370, 1.192625], [-0.151293, 1.895360, 2.253036], [0.487687, -0.835532, -1.285086], [-0.612050, -1.088066, -1.722065], [1.590720, -1.103867, -1.983070], [-0.866745, -0.904520, 1.003743], [0.502710, -1.705166, 1.425956], [1.887496, -0.235913, 0.199178], [0.810903, 1.711090, -0.963736], [-0.701228, 1.368573, -0.156940], [0.770540, 3.146854, 0.993914], [1.777942, 1.780888, 1.561147], [-0.236089, 0.946448, 2.360189], [1.365965, -1.473946, -2.820457], [-2.725575, -1.166386, 0.122127], [-3.457529, -0.561312, -0.103974], [-2.138849, -1.170005, -0.669647]],
  "forces_ev_per_a": [[-0.2, 0.1, 0.3], [-0.7, 0.0, -0.3], [0.4, 0.0, -0.1], [-0.8, 0.2, 0.5], [0.2, 0.4, -0.3], [0.0, -0.1, 0.0], [0.0, 0.0, 0.2], [0.9, 0.6, 1.1], [0.0, 0.1, 0.0], [0.2, -0.2, -0.1], [0.0, 0.0, 0.0], [0.1, 0.1, 0.1], [-0.1, -0.1, 0.0], [0.2, -0.1, -0.1], [0.3, 0.1, -0.3], [0.0, -0.5, 0.1], [-0.5, -0.6, -1.2], [-0.2, 0.4, -0.6], [0.6, -0.5, 0.2], [-0.4, 0.0, 0.4]]
}

=====

Entry 4:
{
  "formula": "C4H11NO4",
  "method": "ωB97M-V/def2-TZVPD",
  "e_above_lowest_ev": 1.9740,
  "e_homo_ev": -9.686,
  "smiles": "CC(=O)ON.CC=O.O",
  "species": ["C", "C", "O", "O", "N", "H", "H", "H", "H", "H", "C", "C", "O", "H", "H", "H", "H", "O", "H", "H"],
  "positions_angstrom": [[1.492778, -2.113771, 1.789199], [1.620478, -1.043941, 0.744759], [1.716727, 0.144329, 0.961149], [1.634097, -1.567621, -0.475901], [1.836037, -0.681721, -1.569521], [0.668047, -1.869521, 2.454699], [1.331227, -3.076901, 1.316259], [2.406197, -2.138571, 2.380009], [2.181608, 0.195029, -1.171531], [0.910798, -0.493061, -1.965581], [-2.845662, 1.273479, -0.759341], [-1.634542, 0.411219, -0.840311], [-0.914362, 0.301759, -1.800221], [-3.003423, 1.810179, -1.690521], [-2.706172, 1.977899, 0.057369], [-3.710132, 0.654319, -0.526521], [-1.454632, -0.189401, 0.074959], [-0.214322, 2.135449, 0.448379], [0.192897, 2.713969, -0.201191], [0.492358, 1.556879, 0.773859]],
  "forces_ev_per_a": [[0.0, 0.1, -0.1], [-0.1, 0.2, 0.0], [0.1, 0.0, 0.1], [-0.2, -0.4, -0.1], [0.5, 0.3, -0.4], [0.0, 0.0, 0.0], [0.0, -0.1, 0.1], [0.0, 0.0, 0.0], [-0.2, -0.2, 0.0], [0.1, -0.1, 0.5], [0.0, 0.2, -0.2], [-0.1, -0.2, 0.3], [-0.2, -0.1, -0.3], [0.0, 0.0, -0.1], [0.0, 0.0, 0.1], [-0.1, -0.1, 0.0], [0.1, 0.0, -0.1], [-0.1, 0.2, 0.3], [0.1, 0.0, 0.0], [0.1, 0.1, -0.1]]
}

=====

Entry 5:
{
  "formula": "C4H11NO6S",
  "method": "ωB97M-V/def2-TZVPD",
  "e_homo_ev": [-3.098, -8.807],
  "spin_multiplicity": 3,
  "species": ["C", "C", "C", "C", "N", "O", "O", "O", "O", "O", "O", "S", "H", "H", "H", "H", "H", "H", "H", "H", "H", "H", "H"],
  "positions_angstrom": [[1.087029, -0.911188, -3.488715], [-0.760780, 1.730377, 0.565534], [0.734905, -0.923392, -2.251364], [-0.580462, -0.294197, 1.966391], [-1.005252, 0.307727, 0.752013], [2.840993, -2.428684, -1.873644], [1.051127, -1.937084, -0.027563], [2.750224, -0.337076, -0.829344], [-1.088797, 0.252002, 3.132382], [0.793110, -0.054513, 2.034970], [-0.851916, -1.615673, 1.956237], [1.864861, -1.657399, -1.143711], [-1.954942, -0.024559, 0.487910], [0.466264, -0.671359, -4.396930], [1.956165, -1.503820, -3.809787], [-1.227853, 2.047321, -0.287355], [-1.276322, 2.204974, 1.393588], [0.395538, 1.906331, 0.649039], [-0.135292, -0.461384, -1.823820], [2.616209, 0.248534, -0.076384], [-2.035089, 0.368481, 3.104934], [1.015332, -0.105648, 2.999372], [-0.363998, -2.068085, 1.287210]],
  "forces_ev_per_a": [[1.2, -0.4, -7.9], [3.1, -1.6, 1.9], [-0.5, -0.8, 5.2], [2.8, -1.6, 1.5], [-1.5, 1.9, -0.2], [-0.8, -0.4, 1.5], [-0.3, -1.6, 3.1], [1.3, 0.1, 0.3], [-0.1, 0.7, -0.5], [0.2, 0.4, 1.1], [-1.8, 0.1, 1.1], [-0.4, 3.3, -4.4], [0.4, -0.2, -0.6], [0.4, 0.2, 1.4], [-0.4, 0.3, 0.3], [-0.8, 0.8, -2.5], [0.1, 0.4, 0.5], [-2.4, -0.1, -0.3], [-0.3, -0.1, 0.3], [-0.6, -0.6, 0.3], [-0.8, -0.2, 0.1], [-0.1, 0.0, -1.1], [1.1, -0.5, -1.3]]
}

=====

Entry 6:
{
  "formula": "C4H11NOP",
  "method": "ωB97M-V/def2-TZVPD",
  "e_above_lowest_ev": 3.4576,
  "e_homo_ev": [-14.275, -14.275],
  "total_charge": 1,
  "species": ["C", "C", "C", "C", "N", "O", "P", "H", "H", "H", "H", "H", "H", "H", "H", "H", "H", "H"],
  "positions_angstrom": [[1.194617, -0.165321, -0.785187], [0.538797, 0.418403, -2.004683], [-1.530902, 1.838146, 0.200340], [0.156828, -0.654982, 0.240347], [-0.342883, 1.515185, 0.893867], [2.333750, -0.504460, -0.647071], [0.766520, -1.904274, 1.400344], [1.005425, 0.205137, -2.976621], [-0.354550, -0.077259, -2.035877], [0.316550, 1.389013, -1.773462], [-1.587107, 2.885401, 0.003965], [-1.583130, 1.371180, -0.707453], [-2.507049, 1.389335, 0.654113], [-0.995413, -0.725014, 0.106497], [0.552680, 2.049294, 0.988170], [-0.655325, 1.306710, 1.819728], [-0.147919, -1.523972, 2.456471], [1.927299, -1.629456, 1.946342]],
  "forces_ev_per_a": [[-0.9, -1.3, -1.4], [2.4, -1.7, -0.3], [-2.5, 0.7, 0.7], [-0.5, 0.3, 1.9], [2.0, -2.4, 1.7], [0.1, 0.3, 0.5], [-3.9, 0.4, -0.8], [0.5, 0.6, 0.6], [-2.6, -1.2, -0.3], [-0.4, 2.9, -0.1], [-0.6, 0.8, 0.1], [0.3, -1.0, -2.7], [1.9, 1.2, 0.1], [2.3, 0.1, -0.2], [-1.6, 0.0, -0.8], [0.6, -0.2, 0.9], [0.5, -0.6, -0.5], [2.3, 1.1, 0.7]]
}

=====

Entry 7:
{
  "formula": "C4H11NOS",
  "method": "ωB97M-V/def2-TZVPD",
  "e_above_lowest_ev": 8.9684,
  "e_homo_ev": [-7.970, -8.648],
  "species": ["C", "C", "C", "C", "N", "O", "S", "H", "H", "H", "H", "H", "H", "H", "H", "H", "H", "H"],
  "positions_angstrom": [[-1.434982, 0.445104, -1.372885], [1.000999, 1.776703, 1.280458], [0.548771, -1.710206, -0.259772], [-0.428557, 1.988434, 1.013643], [-1.808138, -2.237887, -1.429611], [-1.924879, -1.108883, 0.692021], [-1.140900, -0.930988, -0.483497], [-0.783903, 0.460951, -2.210783], [1.169314, 2.067264, 2.415545], [1.817649, 2.299555, 0.735242], [1.079218, 0.619865, 1.283329], [0.374263, -2.732819, -0.045489], [1.014948, -1.636683, -1.223706], [1.044548, -1.058467, 0.620737], [-1.106459, 1.855396, 1.863389], [-0.766980, 2.799150, 0.423530], [-2.693314, -2.705786, -1.466403], [-1.781058, -1.906344, -2.345756]],
  "forces_ev_per_a": [[-0.3, -0.3, 1.5], [0.7, -1.4, 2.7], [-0.4, 3.1, 1.7], [-0.5, 0.7, 0.3], [2.0, 0.3, -0.7], [0.3, 0.7, 2.2], [-1.9, -2.4, -1.2], [1.1, 0.2, -0.9], [-0.1, -0.6, -2.0], [-1.0, -0.6, -0.2], [0.8, 1.9, 0.1], [-0.2, -0.8, 0.6], [0.6, 0.3, -0.3], [-0.9, -1.9, -2.3], [0.2, -0.7, -0.4], [-0.1, 0.5, -0.9], [-0.9, 0.3, 1.9], [0.7, 0.5, -2.2]]
}

=====

Entry 8:
{
  "formula": "C4H11NOS",
  "method": "ωB97M-V/def2-TZVPD",
  "e_above_lowest_ev": 5.9460,
  "e_homo_ev": [-8.285, -8.259],
  "species": ["C", "C", "C", "C", "N", "O", "S", "H", "H", "H", "H", "H", "H", "H", "H", "H", "H", "H"],
  "positions_angstrom": [[2.543086, 0.293141, -0.682696], [1.630646, -0.048053, 0.455539], [0.217034, -0.393405, -0.187996], [-0.803384, -0.611992, 0.849687], [-2.193258, 1.287319, -0.522970], [-3.647167, -0.688593, 0.768205], [-2.376557, -0.935333, -0.144009], [3.540444, 0.744664, -0.545867], [2.591882, -0.566319, -1.416596], [2.015299, 1.218716, -1.142282], [1.811463, -0.915707, 1.119830], [1.544758, 0.917717, 0.946394], [-0.120154, 0.487378, -0.781336], [0.559847, -1.186765, -0.811202], [-0.494446, -1.480711, 1.374852], [-0.988652, 0.248507, 1.438162], [-1.856450, 1.367637, -1.499541], [-3.974399, 0.261791, 0.781819]],
  "forces_ev_per_a": [[-0.2, 0.9, -2.2], [-1.6, 0.3, 0.1], [2.2, 2.8, -0.3], [-1.4, -1.6, -1.2], [-0.7, -2.2, 0.2], [-1.3, 0.8, 1.1], [1.9, 3.5, -0.6], [-0.2, -0.9, 0.7], [0.1, 1.2, 0.5], [0.7, -1.7, 0.0], [0.7, 0.7, -0.2], [-0.2, -0.3, 1.1], [0.6, -0.8, 0.2], [-0.9, -1.2, -0.7], [-0.3, -0.8, 1.1], [-0.2, 0.7, 0.6], [-0.3, -0.3, 0.1], [1.1, -1.1, -0.4]]
}

=====

Entry 9:
{
  "formula": "C4H11NOS",
  "method": "ωB97M-V/def2-TZVPD",
  "e_above_lowest_ev": 2.0401,
  "e_homo_ev": -8.484,
  "smiles": "CC(N)=O.CSC",
  "species": ["C", "C", "N", "O", "H", "H", "H", "H", "H", "C", "S", "C", "H", "H", "H", "H", "H", "H"],
  "positions_angstrom": [[-1.720723, 0.578504, 2.788481], [-1.105518, -0.862875, 2.573543], [-0.816618, -1.050621, 1.164626], [-0.770562, -1.575320, 3.454312], [-1.482948, 0.938743, 3.833761], [-2.841903, 0.601427, 2.731549], [-1.184599, 1.189337, 2.017878], [-0.358143, -2.004150, 0.773072], [-1.540619, -0.782440, 0.560729], [2.277954, 0.691416, -1.129424], [0.528554, 0.807959, -1.830599], [0.398075, -0.030816, -3.380876], [2.825830, 1.680971, -1.175335], [2.866035, -0.196976, -1.200602], [1.870248, 0.845834, -0.168224], [0.098630, -1.164530, -3.265673], [1.303472, -0.136576, -3.873590], [-0.347159, 0.470115, -3.873624]],
  "forces_ev_per_a": [[0.4, -0.5, 0.4], [-0.4, 2.0, -2.5], [2.0, -3.4, 1.1], [0.5, -1.2, 0.9], [0.0, -0.5, -1.2], [1.1, -0.1, -0.4], [-1.0, -0.1, 0.8], [-1.5, 2.9, 1.9], [-0.9, 0.8, -0.9], [-1.4, 2.6, -0.3], [1.1, 0.1, 0.7], [-0.1, -4.0, 2.1], [-0.2, -1.3, -1.1], [0.1, -0.5, -0.3], [0.1, -0.7, 1.8], [0.1, 2.1, 0.0], [1.7, 0.6, -1.3], [-1.6, 1.1, -1.7]]
}

=====

Entry 10:
{
  "formula": "C4H11NOS",
  "method": "ωB97M-V/def2-TZVPD",
  "e_above_lowest_ev": 1.4832,
  "e_homo_ev": -9.111,
  "smiles": "CN[C@H](CO)CS",
  "species": ["C", "N", "C", "C", "O", "C", "S", "H", "H", "H", "H", "H", "H", "H", "H", "H", "H", "H"],
  "positions_angstrom": [[0.234374, 0.837871, -1.819222], [-0.421778, -0.347099, -1.255731], [-0.460290, -0.399116, 0.208391], [-1.146043, 0.839045, 0.782289], [-1.761038, 0.616652, 2.036871], [0.923803, -0.573388, 0.854576], [1.501940, -2.282827, 0.772317], [1.274813, 1.017745, -1.501655], [0.158466, 0.754676, -2.899146], [-0.290849, 1.739066, -1.530929], [0.142506, -1.146708, -1.533762], [-1.115044, -1.230537, 0.436284], [-0.502956, 1.716579, 0.846693], [-1.893461, 1.181045, 0.055802], [-1.726179, -0.334384, 2.236463], [0.848514, -0.284120, 1.902825], [1.653394, 0.098587, 0.425991], [2.579831, -2.203095, -0.018052]],
  "forces_ev_per_a": [[-0.1, 0.0, 0.3], [0.6, 0.1, 0.1], [0.4, 1.0, -0.3], [-0.6, 0.4, -0.8], [0.3, -0.6, 0.3], [-0.4, 0.0, 0.3], [0.0, -0.5, 0.1], [0.0, -0.3, -0.2], [0.3, 0.1, -0.1], [-0.4, 0.2, 0.0], [-0.3, -0.1, -0.2], [0.0, -0.5, 0.3], [0.5, -0.2, 0.4], [-0.3, -0.4, 0.1], [-0.1, 0.5, -0.1], [0.1, -0.2, 0.1], [0.1, 0.1, -0.3], [-0.1, 0.3, 0.0]]
}